{"formula": "C11H8BrNO4S", "method": "ωB97M-V with the def2-TZVPD basis set", "e_tot_ha": -3751.76810, "homo_lumo_gap_ha": 0.326, "homo_ha": -0.3408, "de_lowest_kcal_mol": 33.1, "max_force_ev_per_a": 5.497, "symbols": ["C", "C", "C", "C", "C", "O", "O", "C", "C", "O", "C", "C", "C", "C", "Br", "S", "N", "O", "H", "H", "H", "H", "H", "H", "H", "H"], "positions_angstrom": [[-3.561, -2.954, 0.951], [-2.481, -2.061, 0.677], [-2.781, -0.744, 0.359], [-1.443, -0.114, 0.395], [-0.978, 1.287, 0.066], [-1.806, 2.226, -0.143], [0.337, 1.524, 0.514], [0.806, 2.693, 1.079], [2.182, 2.516, 1.591], [2.345, 2.921, 2.735], [3.183, 2.057, 0.646], [4.512, 1.806, 1.073], [5.328, 1.447, -0.095], [4.661, 1.476, -1.282], [5.486, 1.183, -2.975], [3.023, 1.938, -1.082], [-0.502, -0.982, 0.658], [-1.111, -2.220, 0.929], [-4.513, -2.531, 1.278], [-3.885, -3.487, 0.012], [-3.406, -3.773, 1.754], [-3.711, -0.201, 0.152], [0.112, 3.006, 1.904], [0.805, 3.531, 0.394], [4.761, 1.793, 2.142], [6.393, 1.422, 0.026]], "nbo_charge": [-0.687, 0.312, -0.327, 0.029, 0.776, -0.553, -0.516, -0.152, 0.521, -0.516, -0.359, -0.143, -0.293, -0.304, 0.124, 0.517, -0.060, -0.275, 0.248, 0.241, 0.246, 0.259, 0.215, 0.202, 0.255, 0.237]}

{"formula": "C11H8Cl2NOsS2Te4", "method": "ωB97M-V with the def2-TZVPD basis set", "multiplicity": 5, "charge": 1, "e_tot_ha": -3358.03135, "homo_lumo_gap_ha": [0.234, 0.192], "homo_ha": [-0.3761, -0.3978], "de_lowest_kcal_mol": 14.1, "max_force_ev_per_a": 1.078, "s2": 6.034, "symbols": ["Os", "Cl", "C", "C", "C", "C", "C", "Cl", "C", "S", "H", "H", "H", "Te", "Te", "Te", "Te", "S", "C", "N", "C", "C", "C", "C", "H", "H", "H", "H", "H"], "positions_angstrom": [[1.260, -1.071, -2.235], [-0.719, 0.202, -1.932], [-1.561, -0.590, -0.619], [-2.680, 0.018, -0.081], [-3.330, -0.597, 0.975], [-2.861, -1.798, 1.483], [-1.748, -2.405, 0.919], [-1.189, -3.912, 1.535], [-1.077, -1.807, -0.157], [0.283, -2.623, -0.915], [-3.024, 0.960, -0.488], [-4.214, -0.137, 1.395], [-3.359, -2.286, 2.310], [2.892, -2.987, -2.377], [4.830, -2.221, -4.010], [4.202, 0.031, -5.273], [1.792, 0.732, -4.346], [2.811, -0.155, -0.289], [1.724, 0.918, 0.471], [1.111, 0.516, 1.616], [0.225, 1.272, 2.302], [-0.079, 2.526, 1.868], [0.566, 3.016, 0.719], [1.458, 2.228, 0.033], [1.353, -0.406, 1.959], [-0.216, 0.831, 3.184], [-0.792, 3.129, 2.409], [0.366, 4.025, 0.383], [1.976, 2.591, -0.841]], "nbo_charge": [0.242, 0.159, -0.064, -0.224, -0.193, -0.205, -0.037, 0.064, -0.252, 0.018, 0.240, 0.240, 0.247, 0.199, 0.097, 0.297, -0.130, -0.168, 0.075, -0.479, 0.072, -0.268, -0.101, -0.262, 0.447, 0.239, 0.250, 0.242, 0.255]}